ORCA calculation (the ωB97M-V functional and the def2-TZVPD basis) on C22H22N3O5Pd as an isolated structure.

Structure (XYZ):
```
53
Properties=species:S:1:pos:R:3:forces:R:3
N -0.843235 5.970855 0.380090 0.114 -0.039 0.028
C -1.254144 -3.622777 0.310302 0.067 -0.053 -0.025
C -0.622663 -1.100374 3.067413 0.082 -0.412 0.300
H -3.582839 -0.546695 4.206809 0.003 -0.018 -0.014
H -0.646123 -3.287652 -0.532625 0.011 0.017 0.016
H -0.821039 -4.552351 0.691303 0.002 0.007 0.015
C -2.434212 -1.856941 1.795080 -0.006 -0.409 -0.108
H -0.273891 0.391094 4.575224 -0.006 0.007 -0.024
C 1.629260 0.092609 -3.463451 0.042 -0.008 -0.018
O -0.013465 -0.681800 -1.336136 0.135 -0.018 -0.077
H -2.245484 -3.856011 -0.075333 -0.006 0.014 0.002
O 4.557544 1.093311 -5.222903 -0.021 -0.038 0.016
H -4.506729 -2.303230 2.165348 0.016 -0.002 0.009
O 1.206840 0.462004 0.115799 0.073 -0.060 -0.175
C -1.246429 4.932950 0.065335 -0.194 0.153 -0.049
O 2.470653 0.270211 -5.780597 0.022 -0.023 0.033
N -0.582195 2.711310 1.587337 0.090 -0.019 0.011
C -1.324191 -2.573158 1.372822 -0.239 -0.250 0.177
C -1.989003 -0.912950 2.826169 0.139 0.480 -0.354
C 0.254629 -0.414844 4.065748 0.032 0.049 0.030
C 0.987648 0.009868 -1.043738 0.069 0.031 0.173
H 1.867027 -1.677672 1.553825 -0.007 0.008 0.017
H 0.610945 -1.106818 4.835457 -0.014 -0.018 -0.004
H -0.086526 1.871340 1.853891 0.056 0.003 -0.075
C -1.750156 3.662041 -0.278659 0.026 -0.091 0.101
H 5.167460 1.498983 -2.526939 0.012 0.003 -0.017
C 4.191588 1.107800 -2.778455 -0.028 -0.007 -0.005
H 1.321932 -3.323707 1.238784 -0.016 0.011 -0.017
C 1.244688 -2.489577 1.935913 0.041 -0.056 -0.017
H 3.503701 1.655483 -6.904577 0.009 -0.022 -0.017
O -1.840431 1.381590 0.236191 -0.208 0.183 -0.305
H -0.023829 3.551016 1.602726 -0.027 0.015 0.001
C 3.695135 0.757793 -6.308828 0.014 0.017 0.017
C 1.985689 0.316471 -2.127822 0.076 0.017 0.025
H -3.942784 -2.742870 0.554158 0.021 0.003 -0.006
H 3.450587 0.991780 -0.753635 0.018 -0.002 0.007
C -2.921828 0.011142 3.536505 -0.031 0.081 0.011
H -3.550142 0.549528 2.825788 0.002 -0.015 -0.015
C 3.819435 0.885457 -4.080898 0.022 0.026 0.026
H -4.243261 -1.058539 0.948194 0.022 0.013 0.010
C 2.571182 0.394044 -4.410123 -0.034 -0.001 -0.035
H 0.649463 -0.290954 -3.707276 -0.009 -0.014 0.006
C -0.174399 -2.038187 2.091737 0.100 0.380 -0.460
Pd -0.916998 -0.362004 0.844624 -0.271 0.056 0.782
H 1.138894 0.018053 3.591145 -0.009 -0.013 -0.013
H 4.167186 -0.023984 -6.909159 -0.011 0.035 -0.033
N -3.309098 3.420955 -2.304834 -0.047 0.026 0.001
H 1.660617 -2.811559 2.894581 -0.027 -0.005 0.010
C -2.612480 3.521247 -1.389847 0.016 -0.011 -0.055
C -1.392395 2.534073 0.494275 0.020 -0.100 0.098
C -3.851636 -1.998188 1.343027 -0.098 0.058 0.031
H -2.388838 0.752974 4.129046 0.027 -0.006 -0.013
C 3.238337 0.816863 -1.798814 -0.074 0.018 -0.020
```
Forces are in eV/Å.

Output
Energy above the lowest of the compared OMol25 structures with the same formula, charge and spin, kJ/mol: 19.6
Charge: -1
Molar mass, u: 514.9
Frontier orbital gap (alpha / beta), hartree: 0.25341 / 0.25372
DFT total energy, hartree: -1519.971704
HOMO level (alpha / beta), Ha: -0.15526 / -0.15559